Entry 1:
This record from the OMol25 dataset describes a 12-piece molecular cluster, C44H72F24O28S4 overall at a distorted geometry. The level of theory is the ωB97M-V functional and the def2-TZVPD basis.

Properties
LUMO level (alpha / beta) = 1.08 / 1.08 eV
Multiplicity = 2
Gap between HOMO and LUMO (alpha / beta) = 1.2 / 5.8 eV
Total energy = -212681.50860 eV
Net charge = -1

Geometry (Å):
O: 4.19563 -6.22252 -1.90095
S: 2.79395 -5.99397 -1.52525
O: 1.82594 -7.09152 -1.63399
O: 2.80783 -5.35525 -0.02566
C: 1.52654 -4.96960 0.54395
C: 1.73189 -4.00541 1.69810
C: 2.25641 -4.54288 -2.51279
H: 0.98328 -5.86345 0.85052
H: 0.83041 -4.49985 -0.15091
H: 2.26870 -4.51726 2.49681
H: 0.83574 -3.51945 2.08392
H: 2.31684 -3.16242 1.33026
H: 2.66115 -3.60411 -2.13461
H: 1.18748 -4.56645 -2.30084
H: 2.54339 -4.70344 -3.55200
O: -0.26620 5.02226 6.67156
S: 0.43484 5.22016 5.44162
O: -0.08168 6.23799 4.55450
O: 1.99525 5.55513 5.76333
C: 2.80967 6.04667 4.75564
C: 3.94306 6.70224 5.52416
C: 0.59149 3.53177 4.75245
H: 2.29722 6.69374 4.04374
H: 3.18875 5.27224 4.08881
H: 3.57771 7.62219 5.98057
H: 4.82691 6.99887 4.95943
H: 4.27476 6.03552 6.32013
H: 1.36160 3.00341 5.31447
H: 0.93336 3.55224 3.71765
H: -0.35203 2.99762 4.86449
O: -0.01178 -1.29132 3.00271
S: -1.16668 -1.10335 3.84212
O: -2.32030 -0.32041 3.38259
O: -1.61022 -2.61307 4.31754
C: -0.71627 -3.54377 4.98469
C: -1.58640 -4.81466 5.18537
C: -0.62411 -0.43542 5.49947
H: -0.39824 -3.17099 5.95834
H: 0.21587 -3.74178 4.45553
H: -1.14424 -5.48502 5.92240
H: -1.73900 -5.31485 4.22902
H: -2.61698 -4.54595 5.41732
H: -0.26853 0.59391 5.45315
H: 0.15626 -1.11950 5.83290
H: -1.49326 -0.35821 6.15270
O: 1.75062 5.14378 1.94808
S: 0.98046 5.79413 0.86553
O: 1.48373 5.90321 -0.53671
O: -0.42973 4.94193 0.74696
C: -1.21509 5.17637 -0.43086
C: -2.42602 4.34661 -0.20060
C: 0.32108 7.39704 1.41522
H: -0.64208 4.82963 -1.29082
H: -1.44431 6.21652 -0.66248
H: -3.03758 4.78219 0.58957
H: -2.31105 3.32110 0.15041
H: -3.01986 4.25602 -1.11013
H: 0.50897 7.52631 2.48109
H: -0.74833 7.52462 1.24738
H: 0.88789 8.16931 0.89519
C: -4.36665 2.96362 7.44395
C: -3.42408 3.12292 6.22525
O: -4.00116 2.55624 5.08657
C: -3.53343 2.74310 3.79134
O: -2.52178 3.47554 3.59758
C: -4.34097 2.07871 2.62534
F: -5.29745 2.86381 2.19426
F: -3.44891 1.93814 1.67982
F: -4.76853 0.96024 3.08997
H: -5.26504 3.57799 7.38439
H: -3.91709 3.30297 8.37714
H: -4.59503 1.91684 7.64442
H: -2.52091 2.56136 6.46404
H: -3.10644 4.15382 6.06890
C: -5.14568 2.07233 -1.25458
C: -5.47773 1.10023 -2.40330
O: -5.66278 1.92160 -3.56081
C: -6.59137 1.60874 -4.54405
O: -7.32671 0.58171 -4.56510
C: -6.65176 2.61354 -5.71997
F: -6.09462 2.16837 -6.83681
F: -7.88778 2.95752 -5.99975
F: -6.04890 3.73095 -5.41716
H: -5.15369 3.13133 -1.51258
H: -4.16252 1.87848 -0.82573
H: -5.74932 1.89544 -0.36440
H: -6.39195 0.53819 -2.21250
H: -4.71150 0.33637 -2.53562
C: 0.18056 -2.43714 -6.69244
C: 1.39568 -3.39820 -6.61712
O: 2.11103 -3.24656 -7.88071
C: 3.13499 -3.99918 -8.22433
O: 3.73687 -4.76676 -7.51178
C: 3.56361 -3.80576 -9.71216
F: 4.91853 -4.00066 -9.79873
F: 3.02689 -4.86850 -10.37048
F: 3.14199 -2.63887 -10.29720
H: 0.57495 -1.43891 -6.88244
H: -0.40260 -2.45237 -5.77168
H: -0.44774 -2.81801 -7.49760
H: 1.04077 -4.42194 -6.49833
H: 2.10863 -3.22550 -5.81091
C: 3.62248 -0.08233 1.59209
C: 3.79515 -0.79524 2.98182
O: 4.38676 0.19836 3.79832
C: 3.68586 0.84589 4.68265
O: 2.43575 0.70484 4.78976
C: 4.45244 1.78890 5.67582
F: 4.00110 3.06697 5.48247
F: 4.19621 1.42495 6.92868
F: 5.72739 1.87733 5.45051
H: 3.06568 -0.67740 0.86824
H: 4.61034 -0.00313 1.13827
H: 3.24544 0.94027 1.60750
H: 4.43662 -1.66575 2.84464
H: 2.85670 -1.20476 3.35559
C: -2.00718 0.40886 -6.50707
C: -3.35637 -0.19114 -6.06508
O: -3.50758 -1.59674 -6.40403
C: -3.62144 -2.12503 -7.67936
O: -3.69872 -1.45850 -8.71281
C: -3.44953 -3.68238 -7.78571
F: -3.19169 -4.24788 -6.61882
F: -4.57733 -4.22542 -8.24531
F: -2.45392 -3.93629 -8.61138
H: -2.16422 1.48606 -6.56246
H: -1.85684 0.11792 -7.54671
H: -1.12024 0.19593 -5.91033
H: -4.08087 0.34021 -6.68223
H: -3.70021 -0.04519 -5.04108
C: 5.58259 -0.02202 -2.70988
C: 6.51048 1.25580 -3.15545
O: 7.45142 1.45149 -2.07863
C: 7.13270 2.28606 -1.07588
O: 6.20351 3.10997 -1.08770
C: 8.17192 2.10921 0.12890
F: 9.05633 1.10251 -0.17074
F: 8.93313 3.21545 0.23599
F: 7.54224 1.80818 1.27560
H: 5.20794 -0.08959 -1.68852
H: 6.12723 -0.92991 -2.96910
H: 4.71998 0.00383 -3.37572
H: 5.86361 2.10388 -3.37997
H: 7.02686 0.94458 -4.06352
C: -1.43216 -7.67177 1.69960
C: -2.87284 -7.33932 1.34356
O: -3.17731 -6.01327 1.55319
C: -2.65575 -4.95379 0.79491
O: -1.77806 -5.14259 -0.09638
C: -3.23633 -3.51199 1.15490
F: -2.25612 -2.61885 1.05555
F: -4.22537 -3.17295 0.37055
F: -3.65249 -3.58473 2.40170
H: -1.15692 -8.65995 1.33103
H: -1.25822 -7.65656 2.77552
H: -0.63799 -7.05281 1.28211
H: -3.60146 -7.87664 1.95060
H: -3.04994 -7.68393 0.32475
C: 0.27371 1.57462 1.23910
C: -0.66061 0.57633 0.31273
O: 0.25934 0.12769 -0.71583
C: -0.12738 -0.45464 -1.92722
O: -1.28054 -0.78884 -2.16448
C: 1.00579 -0.77528 -2.93486
F: 0.76054 -0.04827 -4.01902
F: 2.18937 -0.41635 -2.54633
F: 0.95153 -2.09224 -3.20093
H: -0.39094 2.26865 1.75355
H: 0.89692 2.19688 0.59683
H: 0.93329 1.09583 1.96285
H: -1.62100 0.96378 -0.02733
H: -1.01619 -0.26844 0.90268

Cartesian forces, eV/Å:
O -2.3 0.1 1.2
S 1.5 -0.3 -1.3
O 1.4 2.0 0.5
O -0.4 -0.2 -0.8
C -1.2 -0.1 0.3
C 0.8 0.0 -0.3
C -0.5 -1.0 1.1
H 0.3 -0.1 0.1
H 0.4 0.1 -0.6
H 0.1 0.2 0.1
H -0.3 -0.5 -0.2
H 0.3 0.0 0.1
H 0.3 -0.4 0.1
H -0.1 0.3 -0.7
H -0.2 -0.2 0.2
O 0.6 0.2 0.4
S -0.1 -0.7 -0.6
O 0.7 -0.9 0.1
O -2.7 -0.9 1.0
C 1.9 0.6 -1.5
C 0.2 0.6 0.1
C 0.4 0.6 -0.2
H -0.2 0.4 0.5
H 0.0 -0.5 0.3
H -0.1 0.0 0.2
H -0.2 -0.3 -0.4
H 0.0 0.0 0.0
H -0.1 0.3 0.3
H -0.3 0.2 -0.1
H -0.1 0.5 -0.2
O -0.4 0.2 0.2
S -0.1 0.7 1.5
O 1.9 -2.1 0.8
O -0.2 1.3 -0.5
C -0.7 -0.7 0.5
C 0.2 0.7 -0.9
C -0.6 -0.1 -1.1
H -0.3 0.3 0.1
H -0.3 0.1 -0.6
H -0.1 0.0 -0.1
H 0.5 -0.3 -0.1
H 0.2 0.2 0.7
H 0.4 -0.2 -0.7
H -0.1 0.3 0.2
H -0.1 -0.7 -0.1
O -1.4 1.4 -2.3
S -0.5 -1.4 -1.4
O -0.6 0.0 3.5
O 2.1 1.3 0.9
C 0.5 -1.1 -0.7
C -1.6 -0.2 0.0
C 0.9 0.2 0.2
H 0.0 -0.1 0.0
H 0.0 0.2 0.6
H -0.2 0.3 -0.1
H 0.9 0.1 -0.2
H -0.1 0.3 0.0
H 0.0 -0.4 0.0
H 0.2 -0.4 -0.3
H -0.1 -0.1 -0.2
C 0.2 0.3 -0.2
C 0.8 0.3 1.6
O -1.4 -1.1 -3.4
C 3.7 4.0 2.6
O -3.6 -2.9 0.2
C 2.2 1.9 2.2
F -0.9 0.2 -0.2
F 0.3 -0.8 -1.3
F -1.4 -2.0 -0.2
H -0.2 -0.3 -0.4
H 0.6 0.2 -0.2
H -0.3 0.0 -0.4
H 0.3 0.0 -0.1
H -0.2 0.1 -0.2
C 0.6 -0.8 0.8
C -1.1 1.1 -0.7
O 1.5 0.2 1.0
C -1.1 1.1 -2.1
O -0.2 -1.0 0.3
C 0.5 -2.8 4.7
F 0.6 -0.6 -2.3
F -2.2 0.1 -1.2
F 1.7 2.4 0.3
H -0.4 -0.2 -0.3
H 0.5 0.0 -0.4
H -0.6 0.2 -0.2
H -0.2 0.1 0.0
H 0.4 0.0 -0.2
C 1.3 -0.8 0.0
C -0.4 0.0 0.1
O -0.5 0.2 -0.7
C 0.6 0.0 1.4
O -0.6 0.5 -0.7
C 0.2 -0.8 -0.2
F -1.5 1.2 -0.2
F 0.0 1.0 -0.1
F 1.1 -1.8 0.8
H -0.4 0.0 -0.1
H 0.2 0.0 0.0
H 0.0 0.4 -0.1
H 0.2 -0.1 -0.3
H -0.1 0.3 0.0
C 0.7 -0.9 0.0
C -1.4 0.4 -2.6
O 1.8 0.2 1.4
C -4.8 -1.1 0.4
O 3.9 0.9 0.2
C -1.4 1.1 -1.2
F -0.4 -0.8 0.3
F 0.2 0.0 -0.2
F 1.4 -0.7 0.1
H -0.4 0.0 0.3
H 0.2 0.1 0.1
H -0.3 -0.2 0.4
H 0.6 0.4 0.4
H -0.1 0.6 0.3
C -0.6 -0.2 0.0
C -0.4 0.8 -1.9
O 0.2 -2.6 -1.2
C 0.7 3.8 -0.3
O 0.0 -1.8 2.4
C -1.1 1.3 1.0
F 0.3 -0.2 0.5
F 0.0 -0.1 -0.4
F 0.4 -0.3 -0.5
H 0.1 0.1 0.3
H 0.2 -0.2 0.0
H -0.2 -0.2 0.1
H -0.3 0.0 0.1
H 0.5 -0.4 0.0
C 0.9 1.2 -1.7
C -2.1 -2.3 1.3
O 0.1 0.8 0.5
C -2.0 1.7 -0.7
O 2.9 -2.6 0.5
C 0.6 -0.6 -1.4
F -1.0 0.7 0.6
F -0.9 -0.4 0.4
F 0.6 0.5 -0.7
H 0.4 0.5 0.0
H 0.1 0.0 0.3
H -0.1 0.0 0.0
H 0.4 0.2 0.5
H 0.4 0.2 0.4
C 0.6 -0.5 0.5
C 1.2 -1.6 -0.8
O -0.5 4.9 -0.6
C 2.9 -3.1 -2.8
O -3.6 1.1 3.5
C 1.1 -1.9 0.1
F -0.1 0.0 0.0
F -0.4 0.1 -0.5
F -0.4 0.5 0.8
H -0.3 -0.2 0.1
H -0.2 -0.1 0.1
H -0.6 0.4 -0.3
H 0.3 -0.1 0.2
H -0.1 0.5 -0.3
C -1.8 -0.6 -1.4
C 1.4 0.5 1.8
O 0.4 -0.8 -2.8
C -3.1 -0.1 3.0
O 2.6 0.8 0.0
C -1.8 0.7 0.6
F -0.3 -0.4 -0.9
F 1.6 -0.3 0.9
F 0.3 0.5 -0.3
H -0.1 -0.1 0.2
H -0.1 -0.1 -0.2
H -0.4 -0.5 -0.2
H 0.5 0.7 -0.7
H 0.6 -0.3 0.0

=====

Entry 2:
This record from the OMol25 dataset describes one molecule with the formula C5H7NO2 at a distorted geometry. The level of theory is the ωB97M-V functional and the def2-TZVPD basis.

Properties
LUMO level = 0.87 eV
SMILES string = O=C1[C@@H]2COC[C@H]1N2
Gap between HOMO and LUMO = 10.7 eV
Energy relative to the best compared isomer or geometry (same formula, charge and spin) = 46.6 kcal/mol
Total energy = -10881.59741 eV
Net charge = 0

Geometry (Å):
O: -2.32009 -0.00568 -1.16812
C: -1.30378 0.00254 -0.50668
C: -0.53239 1.06205 0.30572
C: 0.83286 1.22857 -0.32871
O: 1.20497 0.05745 -1.10005
C: 0.89843 -1.13132 -0.40387
C: -0.47122 -1.04143 0.25784
N: -0.33556 -0.01056 1.33827
H: -1.00505 2.01573 0.54216
H: 0.81409 2.02450 -1.08738
H: 1.60437 1.37950 0.45100
H: 0.96288 -1.91950 -1.15542
H: 1.66811 -1.45246 0.33119
H: -0.87739 -2.02128 0.56757
H: -1.14024 -0.18810 1.95648

Cartesian forces, eV/Å:
O 1.6 0.0 0.9
C -1.6 -0.1 -0.6
C -0.2 -0.4 -0.2
C 0.8 -0.1 -0.9
O -0.3 0.6 0.9
C 0.5 -1.2 -0.3
C 0.5 -0.4 -0.2
N -0.7 -0.5 0.7
H 0.0 -0.2 0.3
H 0.2 0.0 0.5
H -0.4 0.3 -0.3
H -0.4 0.0 -0.2
H -0.3 0.7 0.0
H 0.1 0.5 -0.3
H 0.3 0.8 -0.3

=====

Entry 3:
This record from the OMol25 dataset describes one molecule with the formula C4H7NO. The level of theory is the ωB97M-V functional and the def2-TZVPD basis.

Properties
LUMO level = 0.98 eV
SMILES string = C=NC/C=C/O
Gap between HOMO and LUMO = 9.8 eV
Energy relative to the best compared isomer or geometry (same formula, charge and spin) = 50.8 kcal/mol
Total energy = -7797.44346 eV
Net charge = 0

Geometry (Å):
C: 0.86756 -1.99678 0.35682
N: -0.17379 -1.52118 -0.17945
C: -0.88744 -0.49507 0.56419
C: -0.67780 0.86943 -0.04497
C: 0.41488 1.20398 -0.72866
O: 0.68849 2.41514 -1.27765
H: 1.24139 -1.68326 1.34320
H: 1.44142 -2.75547 -0.17815
H: -0.59359 -0.48470 1.63006
H: -1.95448 -0.74437 0.52969
H: -1.46779 1.60459 0.10995
H: 1.22111 0.50311 -0.92118
H: -0.04789 3.01308 -1.09202

Cartesian forces, eV/Å:
C -0.2 0.0 -0.1
N 0.4 -0.1 0.2
C -0.1 0.0 0.1
C 0.2 0.1 -0.1
C -0.1 -0.3 0.2
O -0.2 0.2 0.0
H -0.1 0.0 -0.1
H -0.1 0.1 0.1
H 0.0 0.0 -0.2
H 0.2 0.1 0.0
H 0.1 -0.1 0.0
H -0.1 0.1 0.0
H 0.1 0.0 -0.1